This record from the OMol25 dataset describes a molecular structure, C26H18AuF6NSb. The level of theory is wB97M-V/def2-TZVPD.

Output
2S+1 ... 4
Gap between HOMO and LUMO (spin up / spin down) ... 6.04 / 5.33 eV
Highest occupied orbital energy (spin up / spin down) ... -6.97 / -9.15 eV

Cartesian coordinates (Å):
Au 0.518 -0.135 1.626
C 4.621 0.258 0.080
C 5.363 0.162 1.244
C 4.739 -0.160 2.437
C 3.371 -0.375 2.449
N 2.679 -0.268 1.305
C 3.258 0.042 0.149
C 2.568 -0.715 3.639
C 3.107 -0.935 4.903
C 2.277 -1.270 5.962
C 0.908 -1.390 5.779
C 0.346 -1.170 4.525
C 1.186 -0.806 3.494
H 5.074 0.518 -0.865
H 6.429 0.348 1.228
H 5.304 -0.222 3.356
H 2.609 0.138 -0.708
H 4.173 -0.852 5.066
H 2.706 -1.446 6.939
H 0.270 -1.655 6.612
H -0.721 -1.261 4.377
F 1.317 2.092 0.032
Sb 1.090 3.468 1.336
F -0.726 2.927 1.439
F 1.410 2.083 2.642
F 0.850 4.752 2.677
F 2.946 3.771 1.278
F 0.733 4.697 -0.032
C -0.553 -0.560 0.021
C -1.253 -0.638 -0.975
C -2.118 -0.569 -2.075
C -2.287 0.743 -2.705
C -2.081 1.908 -1.956
C -2.171 3.154 -2.549
C -2.463 3.264 -3.902
C -2.649 2.116 -4.663
C -2.559 0.867 -4.075
C -2.765 -1.797 -2.514
C -2.215 -3.040 -2.163
C -2.821 -4.221 -2.547
C -3.999 -4.197 -3.282
C -4.570 -2.976 -3.619
C -3.965 -1.791 -3.241
H -1.829 1.839 -0.907
H -1.994 4.038 -1.951
H -2.527 4.239 -4.367
H -2.845 2.194 -5.724
H -2.658 -0.018 -4.687
H -1.295 -3.067 -1.593
H -2.372 -5.166 -2.272
H -4.474 -5.121 -3.582
H -5.500 -2.947 -4.170
H -4.442 -0.850 -3.475

***

This record from the OMol25 dataset describes a molecular structure, C26H18GeN4O2S3Sc. The level of theory is wB97M-V/def2-TZVPD.

Output
Gap between HOMO and LUMO ... 7.03 eV
Charge ... -1
Highest occupied orbital energy ... -5.10 eV

Cartesian coordinates (Å):
Sc -0.732 0.080 -0.236
S -3.134 -0.591 -0.572
C -3.629 -1.293 0.960
C -4.957 -1.706 1.102
C -5.439 -2.246 2.283
C -6.824 -2.648 2.374
N -7.927 -2.967 2.436
C -4.574 -2.389 3.373
C -3.255 -1.988 3.245
C -2.758 -1.436 2.061
S -1.066 -0.981 2.032
C -5.030 -2.945 4.627
N -5.378 -3.382 5.632
H -5.629 -1.598 0.261
H -2.586 -2.101 4.088
O -0.820 2.053 0.224
N -1.135 2.918 -0.667
N -1.253 2.399 -1.812
O -1.040 1.129 -2.020
C -1.598 3.243 -2.935
C -1.828 4.598 -2.750
C -2.157 5.368 -3.853
C -2.253 4.793 -5.114
C -2.022 3.435 -5.269
C -1.692 2.645 -4.176
H -1.752 5.032 -1.765
H -2.340 6.427 -3.721
H -2.508 5.402 -5.972
H -2.100 2.978 -6.247
H -1.509 1.586 -4.270
S 1.534 -0.615 -1.009
Ge 2.441 -0.336 0.969
C 2.532 -2.023 1.929
C 2.560 -2.041 3.322
C 2.645 -3.239 4.019
C 2.704 -4.440 3.324
C 2.667 -4.437 1.936
C 2.576 -3.236 1.244
C 4.227 0.404 0.723
C 5.112 -0.167 -0.194
C 6.389 0.349 -0.362
C 6.799 1.451 0.380
C 5.931 2.030 1.292
C 4.653 1.507 1.460
H 1.693 0.661 1.880
H 2.491 -1.112 3.879
H 2.652 -3.237 5.103
H 2.767 -5.377 3.864
H 2.694 -5.373 1.391
H 2.508 -3.241 0.162
H 4.798 -1.014 -0.795
H 7.064 -0.103 -1.079
H 7.793 1.860 0.242
H 6.243 2.890 1.871
H 3.979 1.973 2.171

***

Let's list max |F| in order: 0.58 0.79 eV/Å.
Let's list energy above the lowest of the compared OMol25 structures with the same formula, charge and spin in order: 4.6 1.1 kcal/mol.